[1]
ORCA calculation (the ωB97M-V functional and the def2-TZVPD basis) on 9 unconnected molecules or ions with the total composition C40H59Cl18NO3S at a distorted geometry.

The geometry in XYZ format:
```
122
Properties=species:S:1:pos:R:3:lowdin_charge:R:1
C 0.86477 -5.78488 -1.67196 -0.080
C 1.88072 -4.91971 -0.80124 -0.272
O 3.22640 -5.09161 -1.25717 -0.181
C 3.49998 -4.34998 -2.44751 -0.225
C 3.72753 -2.80725 -2.22594 -0.167
C 4.64876 -2.48046 -0.95758 -0.175
C 3.80532 -2.11490 0.31466 -0.228
C 4.63777 -1.33756 1.43749 -0.141
C 3.70077 -0.37944 2.26137 -0.178
C 3.96077 1.07700 2.35188 0.023
C 3.07267 1.97059 3.07125 -0.202
C 3.28344 3.51670 3.14824 -0.605
Cl 4.22932 4.30403 4.43961 0.676
C 2.66481 4.24904 2.17450 -0.641
C 2.69840 5.80002 2.07541 -0.175
Cl 1.69785 3.42074 0.88602 0.629
C 1.86058 1.47369 3.77551 -0.098
C 0.87841 2.40927 4.53331 -0.095
C 1.54372 3.06033 5.81875 -0.269
O 2.34587 2.43002 6.46302 0.029
C 1.58907 0.04695 3.70070 -0.180
C 2.50318 -0.85785 2.94889 -0.329
S 1.94223 -2.61043 2.94378 0.965
C 0.15620 -2.34681 2.61149 -0.393
C -0.56850 -3.14117 1.64515 -0.035
C -1.99282 -2.78236 1.43119 -0.168
C -2.72773 -3.63097 0.32136 -0.120
C -2.05891 -3.18260 -1.07356 -0.173
C -1.52821 -1.70534 -1.07392 -0.196
C -1.23296 -1.14196 -2.54469 -0.172
C 0.05466 -0.22776 -2.45514 -0.230
O 0.70669 -0.08531 -3.73668 -0.212
C 1.94655 0.62651 -3.54748 -0.158
C -2.63622 -1.70508 2.16428 -0.162
C -4.11954 -1.28362 1.93737 -0.211
C -5.18322 -2.19542 2.66413 -0.115
C -1.84855 -0.92927 3.15731 0.051
C -0.43924 -1.23041 3.39594 -0.222
N 0.38210 -0.46214 4.34106 0.016
H 1.37167 -6.77634 -1.84268 0.087
H 0.60875 -5.29120 -2.64612 0.068
H -0.06106 -5.99632 -1.06303 0.069
H 1.82737 -5.31457 0.25080 0.121
H 1.60036 -3.83032 -0.76206 0.105
H 4.39690 -4.82410 -2.94291 0.131
H 2.66430 -4.45505 -3.20604 0.118
H 4.27164 -2.42414 -3.13405 0.104
H 2.72717 -2.30258 -2.17834 0.090
H 5.30858 -1.62992 -1.28665 0.100
H 5.23443 -3.42444 -0.77233 0.120
H 2.90711 -1.47642 0.09263 0.112
H 3.42362 -3.08938 0.73339 0.064
H 5.39265 -0.71708 0.88071 0.108
H 5.14929 -2.09449 2.09053 0.121
H 4.84627 1.52513 1.83551 0.123
H 1.62851 6.16988 2.07397 0.077
H 3.13107 6.11728 1.09398 0.081
H 3.18843 6.29469 2.94977 0.005
H -0.01724 1.84616 4.92570 0.115
H 0.44562 3.20928 3.86134 0.113
H 1.19902 4.09836 6.11334 0.125
H -0.08562 -3.96991 1.06597 0.102
H -2.46939 -4.72312 0.43194 0.115
H -3.83026 -3.45237 0.31448 0.076
H -2.81002 -3.26127 -1.91207 0.090
H -1.18789 -3.85708 -1.32545 0.091
H -0.55060 -1.57797 -0.52259 0.099
H -2.23368 -0.97854 -0.57436 0.110
H -2.11239 -0.55943 -2.92293 -0.015
H -0.98005 -2.03223 -3.18651 0.119
H 0.83656 -0.67287 -1.76533 0.105
H -0.19366 0.78747 -2.01201 0.133
H 1.98668 1.18835 -2.58161 0.070
H 2.00521 1.38972 -4.38101 0.091
H 2.84445 -0.04125 -3.69169 0.065
H -4.21357 -0.19005 2.19071 0.109
H -4.32729 -1.35619 0.83198 0.102
H -6.13216 -1.59598 2.79502 0.055
H -5.44051 -3.02133 1.94623 -0.001
H -4.88032 -2.55855 3.67604 0.084
H -2.30419 -0.06930 3.71563 0.115
H 0.68079 -1.11770 5.07197 0.127
C -8.64205 -4.66000 1.95121 -1.002
Cl -7.00669 -5.03740 1.39223 0.530
Cl -8.83830 -2.92966 2.25584 0.519
H -9.35349 -4.96519 1.18796 -0.017
H -8.83251 -5.20363 2.87251 0.030
C -4.44018 1.42383 -3.76038 -1.014
Cl -3.92479 1.67949 -2.08772 0.515
Cl -3.65820 0.00180 -4.46099 0.567
H -5.51737 1.28003 -3.77941 0.030
H -4.17129 2.29728 -4.34799 -0.077
C 5.33708 1.46309 -4.44330 -1.020
Cl 6.55204 0.17966 -4.48746 0.506
Cl 4.86387 1.84279 -2.78372 0.532
H 5.75035 2.35593 -4.90453 0.027
H 4.45872 1.13527 -4.99329 0.011
C 4.49245 9.60496 2.64513 -1.084
Cl 2.81021 9.05436 2.59590 0.544
Cl 5.61141 8.23600 2.69653 0.516
H 4.69721 10.19434 1.75707 -0.074
H 4.63833 10.21363 3.53327 -0.003
C -5.04607 -4.94150 -3.82389 -1.019
Cl -3.77592 -6.16916 -3.86871 0.508
Cl -5.58133 -4.63138 -2.16787 0.503
H -4.65906 -4.01805 -4.24694 0.024
H -5.89415 -5.28921 -4.40779 0.018
C 6.64557 12.65382 2.87470 -0.971
Cl 5.08572 13.10284 3.57587 0.530
Cl 6.44500 11.52975 1.52387 0.582
H 7.14124 13.55106 2.51467 0.028
H 7.25242 12.17796 3.64044 0.034
C -9.58644 -4.10282 -2.05479 -1.026
Cl -10.63959 -5.36855 -1.40950 0.515
Cl -9.22845 -4.37104 -3.76482 0.505
H -10.08268 -3.14236 -1.94570 0.031
H -8.65279 -4.10299 -1.49672 -0.005
C -2.60947 5.22517 -4.85027 -0.997
Cl -4.29659 4.69507 -4.87857 0.545
Cl -1.50713 3.84575 -4.77763 0.522
H -2.40441 5.79418 -5.75290 0.027
H -2.45186 5.84944 -3.97499 0.029
```

The calculation puts the LUMO energy at 0.336 eV. For the molecular weight, the calculation gives 1272.1 g/mol. As for the SMILES: CCOCCCCCc1cc(/C(Cl)=C(/C)Cl)c(CC=O)c2c1Sc1cc(CCCCCOC)c(CC)cc1N2.ClCCl.ClCCl.ClCCl.ClCCl.ClCCl.ClCCl.ClCCl.ClCCl. The highest occupied orbital energy comes out at -7.93 eV. The frontier orbital gap comes out at 8.3 eV.


[2]
ORCA calculation (the ωB97M-V functional and the def2-TZVPD basis) on a molecular structure, C40H59FeN4OS2 at a distorted geometry.

The geometry in XYZ format:
```
107
Properties=species:S:1:pos:R:3:lowdin_charge:R:1
Fe -0.72810 0.44045 1.11530 0.431
C -2.24111 0.76839 2.73766 -0.049
C -1.01482 1.53964 3.03630 -0.157
C -0.85083 2.54974 2.03553 -0.175
C -1.92098 2.30371 1.11847 -0.110
C -2.74752 1.24435 1.49568 -0.312
C -4.08086 0.79524 1.00174 -0.537
C -4.22885 1.12360 -0.54011 -0.041
C -5.13934 1.70779 1.65808 -0.051
C -4.41887 -0.70974 1.22496 -0.029
C 0.22913 3.60555 1.92592 -0.543
C 0.15801 4.62772 3.08305 -0.035
C 1.64179 3.05103 1.89280 -0.043
C 0.07617 4.46156 0.65660 -0.060
C -0.47159 1.43439 4.48491 -0.466
C -0.80302 0.09239 5.21655 -0.063
C -1.40910 2.41696 5.33785 -0.035
C 0.94075 1.77613 4.79223 -0.067
H -2.66957 -0.07999 3.28338 0.105
H -2.18056 2.93227 0.29811 0.108
H -3.85779 2.12742 -0.81894 0.081
H -5.28072 0.92999 -0.82912 0.091
H -3.57902 0.41748 -1.08788 0.052
H -4.90202 2.79810 1.60260 0.104
H -5.18573 1.48447 2.71702 0.074
H -6.19229 1.45557 1.31400 0.104
H -3.72221 -1.31913 0.57963 0.044
H -5.45399 -0.84329 1.07385 0.067
H -4.18680 -0.95377 2.28450 0.081
H 0.51557 4.24795 4.04858 0.062
H -0.93211 4.91437 3.15294 0.114
H 0.65465 5.52345 2.85259 0.060
H 1.95773 2.54439 2.77926 0.040
H 2.33335 3.85208 1.60813 0.095
H 1.63440 2.29847 1.01357 0.053
H -0.91959 4.86031 0.56547 0.080
H 0.17712 3.83337 -0.20273 0.015
H 0.89923 5.28741 0.74191 0.130
H -1.85431 -0.21865 5.02465 0.081
H -0.75183 0.16711 6.30091 0.091
H -0.19973 -0.71429 4.86138 0.043
H -2.38271 2.03471 5.43220 0.056
H -1.48955 3.42291 4.91231 0.068
H -1.10068 2.54940 6.43176 0.114
H 1.65132 1.48029 4.07977 0.045
H 1.25720 1.28179 5.77386 0.120
H 1.01757 2.84495 4.99923 0.069
S -1.28025 -1.41321 -0.38605 0.885
C -0.89425 -0.95234 -1.92428 -0.604
N -1.06826 -1.77932 -2.97491 -0.142
C -0.35388 -1.54635 -4.16683 -0.133
C -0.52533 -0.10199 -4.66885 -0.020
N -0.05498 0.70909 -3.48066 -0.091
C 0.46767 1.93365 -3.90308 -0.184
C 1.67741 1.81721 -4.73498 -0.232
C 2.74988 0.90108 -4.53751 -0.017
C 3.88488 1.04771 -5.31880 -0.071
C 3.92953 1.94879 -6.41397 -0.046
C 2.79589 2.71513 -6.67605 -0.065
C 1.75116 2.64165 -5.80176 -0.077
C -0.19658 0.38188 -2.18341 -0.585
S 0.35499 1.30944 -0.92677 0.899
C -1.67572 -3.09457 -2.88591 -0.121
C -0.61318 -4.12759 -2.88747 -0.237
C -0.77297 -5.32210 -3.47918 -0.016
C 0.23804 -6.34256 -3.33533 -0.058
C 1.31334 -6.06364 -2.62057 -0.115
C 1.62947 -4.79139 -2.15793 -0.040
C 0.66076 -3.81739 -2.35578 -0.027
H -0.75947 -2.24544 -4.92617 0.152
H 0.76290 -1.74338 -4.01687 0.158
H -1.58997 0.12457 -4.75550 0.147
H 0.11790 0.10275 -5.48047 0.118
H 0.68923 2.65447 -3.13955 0.108
H -0.24876 2.42326 -4.51711 0.127
H 2.95992 0.18808 -3.71955 0.116
H 4.79096 0.48781 -5.25452 0.097
H 4.74376 1.90486 -7.07680 0.090
H 2.64161 3.23568 -7.57551 0.098
H 0.98150 3.46135 -5.93388 0.147
H -2.37614 -3.28767 -3.71639 0.149
H -2.26875 -3.11869 -1.99130 0.092
H -1.58133 -5.63373 -4.11116 0.112
H 0.09509 -7.30582 -3.82604 0.118
H 2.08693 -6.77677 -2.49870 0.103
H 2.59434 -4.61467 -1.81561 0.086
H 0.68722 -2.78268 -1.92946 0.098
C -0.15838 -2.60256 2.99348 -0.062
N 1.15704 -2.65744 2.42446 -0.116
C 1.87647 -3.91177 2.70841 -0.049
C 1.71847 -1.65396 1.64914 -0.440
O 1.04205 -0.67719 1.29978 -0.101
N 2.97043 -1.88888 1.10422 -0.155
C 3.17385 -1.18371 -0.12647 -0.072
C 4.11197 -1.86909 2.01170 -0.023
H -0.17667 -2.69249 4.08853 0.096
H -0.78096 -3.30701 2.39604 0.114
H -0.61738 -1.58688 2.98507 0.061
H 1.14557 -4.76423 2.80562 0.104
H 2.37918 -3.81361 3.72748 0.107
H 2.63589 -4.18310 1.94290 0.096
H 2.29967 -1.03996 -0.75847 0.062
H 3.89981 -1.80084 -0.68751 0.104
H 3.59712 -0.19228 -0.09659 0.089
H 3.77885 -2.34896 2.93996 0.083
H 4.45789 -0.85578 2.04150 0.091
H 4.89678 -2.48550 1.58897 0.095
```

Its energy relative to the best compared isomer or geometry (same formula, charge and spin) is 42.0 kcal/mol. As for the total charge: +1. The calculation puts the LUMO energy (alpha / beta) at -3.739 / -3.786 eV. As for the expectation value of S²: 6.018. For the molecular weight, the calculation gives 731.9 g/mol. As for the multiplicity: 5. The highest occupied orbital energy (alpha / beta) comes out at -9.54 / -10.60 eV. The frontier orbital gap (alpha / beta) comes out at 5.8 / 6.8 eV.